{
  "formula": "C24H54FIO11",
  "method": "ωB97M-V/def2-TZVPD",
  "elements": ["C", "O", "C", "C", "I", "O", "C", "C", "C", "F", "H", "H", "H", "H", "H", "H", "H", "H", "H", "H", "H", "H", "C", "O", "C", "C", "O", "C", "C", "O", "C", "H", "H", "H", "H", "H", "H", "H", "H", "H", "H", "H", "H", "H", "H", "C", "O", "C", "C", "O", "C", "C", "O", "C", "H", "H", "H", "H", "H", "H", "H", "H", "H", "H", "H", "H", "H", "H", "C", "O", "C", "C", "O", "C", "C", "O", "C", "H", "H", "H", "H", "H", "H", "H", "H", "H", "H", "H", "H", "H", "H"],
  "positions_angstrom": [[-0.426, -5.532, -0.634], [-0.772, -4.427, 0.172], [-2.147, -4.333, 0.450], [-2.491, -2.850, 0.757], [-4.311, -2.273, -0.241], [-1.513, -1.957, 0.355], [-0.481, -1.778, 1.327], [0.732, -1.181, 0.637], [1.441, -2.106, -0.336], [0.807, -2.113, -1.582], [-1.064, -5.573, -1.527], [-0.522, -6.479, -0.083], [0.611, -5.395, -0.944], [-2.735, -4.703, -0.399], [-2.408, -4.943, 1.328], [-2.737, -2.711, 1.817], [-0.839, -1.124, 2.133], [-0.217, -2.750, 1.766], [0.442, -0.263, 0.110], [1.445, -0.892, 1.420], [1.443, -3.141, 0.024], [2.472, -1.776, -0.505], [-4.306, 1.275, 1.759], [-3.916, 1.260, 3.116], [-3.712, -0.055, 3.596], [-2.655, -0.089, 4.675], [-1.336, 0.025, 4.162], [-0.880, 1.328, 3.842], [-0.422, 2.129, 5.037], [-1.532, 2.627, 5.759], [-1.208, 2.975, 7.085], [-5.245, 0.734, 1.597], [-4.438, 2.313, 1.459], [-3.534, 0.812, 1.134], [-3.394, -0.710, 2.774], [-4.651, -0.458, 3.999], [-2.693, -1.076, 5.141], [-2.859, 0.667, 5.436], [-1.626, 1.887, 3.271], [-0.005, 1.168, 3.205], [0.198, 2.965, 4.686], [0.196, 1.490, 5.681], [-0.789, 2.121, 7.629], [-2.128, 3.291, 7.572], [-0.486, 3.799, 7.123], [-3.341, -3.882, -9.824], [-2.866, -3.937, -8.501], [-2.212, -5.153, -8.200], [-1.273, -4.987, -7.028], [-0.079, -4.299, -7.350], [-0.145, -2.883, -7.359], [-0.055, -2.261, -5.984], [-1.278, -2.392, -5.291], [-1.131, -2.223, -3.897], [-4.103, -4.648, -10.015], [-3.788, -2.901, -9.969], [-2.527, -4.016, -10.546], [-1.642, -5.503, -9.070], [-2.953, -5.925, -7.946], [-0.955, -5.988, -6.727], [-1.792, -4.516, -6.190], [-1.040, -2.529, -7.875], [0.734, -2.562, -7.921], [0.202, -1.197, -6.100], [0.755, -2.744, -5.423], [-0.398, -2.924, -3.485], [-2.101, -2.415, -3.442], [-0.816, -1.205, -3.644], [6.699, 5.223, 4.763], [5.475, 5.407, 4.092], [5.372, 6.675, 3.473], [4.353, 6.650, 2.359], [4.806, 5.996, 1.187], [4.719, 4.583, 1.171], [3.339, 4.060, 0.847], [2.481, 4.178, 1.965], [1.119, 4.091, 1.618], [6.821, 5.934, 5.589], [6.699, 4.213, 5.167], [7.549, 5.337, 4.080], [6.345, 6.978, 3.065], [5.063, 7.429, 4.211], [4.178, 7.686, 2.058], [3.412, 6.226, 2.716], [5.074, 4.150, 2.110], [5.384, 4.266, 0.365], [3.427, 3.004, 0.550], [2.932, 4.619, -0.005], [0.846, 4.844, 0.872], [0.543, 4.270, 2.525], [0.866, 3.098, 1.227]],
  "atomic_forces_ev_per_a": [[-0.10, -0.08, -0.01], [0.03, -0.04, 0.01], [-0.09, 0.00, -0.06], [0.05, 0.09, 0.24], [-0.03, -0.09, 0.01], [-0.10, 0.00, -0.15], [0.14, -0.11, 0.10], [-0.06, 0.07, 0.09], [0.01, -0.07, -0.02], [0.10, 0.04, 0.20], [0.10, -0.01, 0.06], [0.02, 0.09, -0.08], [-0.10, -0.04, 0.05], [0.11, 0.09, 0.04], [-0.04, 0.03, -0.10], [0.11, -0.08, -0.13], [0.01, -0.04, -0.10], [0.02, 0.16, -0.06], [0.06, -0.10, 0.05], [-0.06, -0.05, -0.11], [0.01, 0.16, 0.01], [-0.13, -0.02, -0.02], [0.02, 0.00, -0.03], [0.10, -0.02, -0.04], [-0.08, -0.05, -0.02], [-0.09, -0.04, 0.00], [0.02, 0.00, 0.07], [0.10, 0.06, -0.13], [0.01, 0.09, 0.03], [-0.04, -0.18, 0.03], [0.01, 0.10, 0.00], [-0.01, 0.00, 0.03], [0.00, 0.01, 0.05], [-0.03, 0.01, -0.05], [0.00, 0.01, -0.01], [-0.01, -0.01, -0.03], [-0.01, 0.04, 0.05], [0.03, 0.03, -0.05], [-0.02, -0.02, 0.08], [-0.02, 0.04, -0.03], [0.06, -0.01, 0.04], [0.00, -0.01, 0.00], [-0.01, -0.01, -0.01], [0.01, 0.01, 0.00], [0.01, 0.00, -0.02], [-0.10, -0.02, 0.01], [0.15, 0.06, -0.02], [-0.04, -0.08, -0.04], [-0.07, -0.06, 0.04], [0.04, -0.02, -0.02], [0.01, 0.10, -0.01], [0.03, 0.05, 0.03], [0.02, -0.15, -0.05], [-0.03, 0.00, 0.02], [0.00, -0.01, 0.01], [-0.01, -0.01, -0.01], [0.01, 0.00, 0.01], [0.02, 0.02, 0.00], [-0.02, -0.01, -0.06], [-0.03, 0.01, 0.06], [0.01, 0.02, -0.04], [0.00, -0.03, 0.04], [-0.03, 0.02, -0.04], [0.01, 0.01, 0.05], [0.00, -0.02, 0.00], [-0.03, 0.05, -0.04], [-0.02, 0.04, 0.02], [0.02, -0.02, 0.00], [-0.02, 0.02, 0.10], [0.03, -0.05, -0.15], [0.03, 0.07, 0.05], [-0.05, 0.06, 0.07], [0.01, 0.02, -0.03], [0.02, -0.10, -0.01], [-0.02, -0.06, -0.06], [0.01, 0.15, 0.00], [-0.02, -0.09, 0.07], [-0.01, 0.01, -0.01], [0.01, 0.00, 0.01], [-0.01, 0.00, -0.01], [0.00, -0.02, -0.02], [0.05, 0.00, 0.03], [-0.06, -0.01, 0.02], [0.04, -0.03, 0.00], [-0.03, 0.03, 0.00], [0.03, -0.03, 0.04], [-0.05, -0.01, -0.02], [0.01, 0.02, 0.01], [0.01, -0.01, -0.02], [-0.02, -0.02, -0.01], [0.00, 0.01, -0.03]],
  "lowdin_charge": [-0.0867, -0.2172, -0.2483, -0.7404, 0.8682, -0.2177, -0.1924, -0.1369, -0.1844, -0.0626, 0.0933, 0.0921, 0.0888, 0.0830, 0.1299, 0.0719, 0.1070, 0.1306, 0.1253, 0.1220, 0.1094, 0.1158, -0.1170, -0.1881, -0.2045, -0.1729, -0.1443, -0.1869, -0.2041, -0.1907, -0.1110, 0.0782, 0.0886, 0.0706, 0.0971, 0.1328, 0.1290, 0.1246, 0.1276, 0.1206, 0.1208, 0.1302, 0.0882, 0.0878, 0.0886, -0.1148, -0.1928, -0.2133, -0.1890, -0.1240, -0.1861, -0.2140, -0.1938, -0.1058, 0.0872, 0.0870, 0.0881, 0.1260, 0.1274, 0.1271, 0.1233, 0.1228, 0.1267, 0.1278, 0.1285, 0.0738, 0.0804, 0.0895, -0.1137, -0.1949, -0.2119, -0.1864, -0.1218, -0.1868, -0.2105, -0.1942, -0.1088, 0.0878, 0.0869, 0.0885, 0.1268, 0.1281, 0.1284, 0.1227, 0.1232, 0.1283, 0.1271, 0.1285, 0.0910, 0.0795, 0.0836],
  "e_homo_ev": -9.0355,
  "smiles": "COC[C@H](I)OCCCF.COCCOCCOC.COCCOCCOC.COCCOCCOC",
  "molar_mass_g_mol": 664.59,
  "charge": 0,
  "orbital_gap_ev": 9.6
}